DFT (ωB97M-V/def2-TZVPD) results for a 2-piece molecular cluster, C2H9N2O overall in a non-equilibrium geometry.

Cartesian coordinates (Å):
N1 0.646 1.644 0.846
H1 0.027 -2.934 2.128
C1 0.081 1.258 -0.289
C2 -0.428 -0.318 -2.059
H2 -0.958 -1.814 2.254
H3 -0.578 -1.391 -2.056
H4 1.225 0.991 1.360
H5 0.069 1.987 -1.100
H6 -1.351 0.204 -2.305
H7 0.928 2.607 0.958
H8 0.330 -0.043 -2.785
N2 -0.042 0.027 -0.677
O1 -0.166 -2.062 1.760
H9 0.118 -0.726 -0.013

Atomic forces in eV per Å
N 0.10 -0.08 0.08
H 0.27 0.01 -0.23
C 2.31 0.14 -0.90
C -0.36 -0.04 0.43
H 0.03 0.13 -0.11
H -0.13 -0.01 -0.29
H -0.45 -0.12 0.24
H -0.99 0.24 0.40
H -0.06 -0.20 -0.03
H -0.29 -0.02 -0.09
H 0.27 -0.03 0.13
N -0.35 0.08 0.08
O -0.28 0.09 0.15
H -0.06 -0.19 0.13

Computed properties:
- Kohn-Sham gap (eV) = 11.47
- total charge = +1
- energy above the lowest of the compared OMol25 structures with the same formula, charge and spin (eV) = 0.8533
- E_HOMO (eV) = -15.31
- energy (eV) = -7241.50266
- LUMO level (eV) = -3.84

=====

DFT (ωB97M-V/def2-TZVPD) results for a 2-piece molecular cluster, C2H9N2O overall in a non-equilibrium geometry.

Cartesian coordinates (Å):
H1 2.506 -0.337 -0.246
H2 1.005 -1.250 -0.270
N1 0.885 0.636 -1.114
H3 -1.348 -0.041 0.488
C1 -0.345 1.121 -1.291
H4 -1.241 -0.346 2.196
H5 -0.507 -1.371 1.132
H6 1.575 1.099 -1.607
H7 -2.195 -1.318 1.334
H8 1.280 0.124 0.945
C2 1.425 -0.259 -0.075
H9 -0.321 1.894 -2.051
O1 -1.388 0.832 -0.711
N2 -1.332 -0.783 1.269

Atomic forces in eV per Å
H -0.40 0.02 0.10
H 0.12 -0.02 0.47
N -0.76 -0.87 1.74
H -0.27 0.22 -0.58
C 0.50 0.38 -0.19
H 0.12 0.06 -0.36
H -0.44 -0.18 0.05
H 1.38 1.05 -1.31
H 0.03 -0.25 -0.44
H -0.15 -0.15 -0.29
C -0.08 0.01 -0.79
H -0.38 0.19 -0.38
O 0.19 -0.34 0.41
N 0.13 -0.12 1.58

Computed properties:
- Kohn-Sham gap (eV) = 11.41
- total charge = +1
- energy above the lowest of the compared OMol25 structures with the same formula, charge and spin (eV) = 0.8315
- E_HOMO (eV) = -14.88
- energy (eV) = -7241.52450
- LUMO level (eV) = -3.47

=====

DFT (ωB97M-V/def2-TZVPD) results for an isolated ion of composition C2H9N2O and charge +1 in a non-equilibrium geometry.

Cartesian coordinates (Å):
H1 0.854 1.883 1.423
C1 -0.084 -1.290 -0.573
N1 0.345 0.111 -0.453
H2 -1.473 0.366 0.482
N2 0.073 1.246 1.615
H3 -0.916 -1.351 -1.276
C2 -0.598 1.010 0.383
H4 0.561 0.473 -1.383
H5 -0.444 1.828 2.269
H6 0.733 -2.630 -1.661
O1 1.037 -1.972 -1.042
H7 1.220 0.142 0.076
H8 -0.426 -1.661 0.392
H9 -0.881 1.845 -0.252

Atomic forces in eV per Å
H 0.06 -0.33 0.05
C -0.02 -0.97 -0.35
N 0.12 1.12 0.68
H -0.15 0.38 0.46
N 0.88 1.04 -0.01
H -0.07 0.25 0.01
C -0.59 -1.05 -0.96
H -0.14 0.10 0.03
H -0.60 -0.56 0.01
H 0.16 -0.54 -0.43
O -0.22 0.42 0.35
H 0.23 -0.38 -0.07
H 0.17 0.24 0.26
H 0.19 0.28 -0.02

Computed properties:
- Kohn-Sham gap (eV) = 11.90
- total charge = +1
- energy above the lowest of the compared OMol25 structures with the same formula, charge and spin (eV) = 1.8645
- E_HOMO (eV) = -15.19
- energy (eV) = -7240.49142
- LUMO level (eV) = -3.29

=====

DFT (ωB97M-V/def2-TZVPD) results for a 2-piece molecular cluster, C2H9N2O overall in a non-equilibrium geometry.

Cartesian coordinates (Å):
C1 1.554 -1.371 1.837
O1 0.686 -0.187 1.488
H1 -0.912 0.669 -3.023
N1 -1.569 0.891 -2.294
H2 1.993 -0.932 2.719
H3 -2.507 0.581 -2.228
H4 2.085 -1.452 0.990
H5 -0.211 1.918 -1.395
N2 0.196 -0.346 0.091
H6 0.985 -0.326 -0.575
H7 -1.978 1.598 -0.408
H8 -0.246 -0.160 1.961
C2 -1.180 1.465 -1.228
H9 1.104 -2.348 2.065

Atomic forces in eV per Å
C -2.25 0.98 3.38
O -2.04 -0.70 0.53
H -0.40 -0.06 -0.47
N -0.40 -0.44 0.35
H 1.00 -0.54 0.08
H -0.82 -1.04 -1.05
H 2.50 -0.21 -2.56
H -0.02 0.34 1.37
N -2.26 0.21 -1.86
H 0.54 0.29 1.28
H 1.96 0.12 -1.24
H 2.73 -0.34 -1.07
C 0.18 0.64 1.48
H -0.73 0.76 -0.22

Computed properties:
- Kohn-Sham gap (eV) = 8.05
- total charge = +1
- energy above the lowest of the compared OMol25 structures with the same formula, charge and spin (eV) = 7.2618
- E_HOMO (eV) = -11.98
- energy (eV) = -7235.09418
- LUMO level (eV) = -3.93

=====

DFT (ωB97M-V/def2-TZVPD) results for C2H9N2O as an isolated structure in a non-equilibrium geometry.

Cartesian coordinates (Å):
H1 1.478 -1.218 1.277
H2 0.038 -0.096 -1.259
H3 0.635 1.860 -0.634
H4 -2.126 -0.167 -1.099
H5 -0.578 1.823 0.470
H6 -2.748 -0.755 0.180
N1 0.402 1.506 0.237
H7 2.247 -0.619 -0.202
C1 0.164 -0.280 -0.224
H8 1.153 1.522 0.905
H9 1.132 -1.957 -0.195
N2 -2.114 -0.005 -0.103
C2 1.272 -1.022 0.207
O1 -0.954 -0.592 0.441

Atomic forces in eV per Å
H -0.60 0.66 -0.20
H -0.40 -0.17 -1.08
H 0.88 0.76 -1.87
H 0.77 0.62 -1.11
H 1.85 -0.19 0.38
H -1.02 0.81 0.80
N -2.32 4.16 2.88
H -0.98 -0.31 0.24
C 0.55 -2.32 -2.68
H -0.14 0.38 0.54
H 0.50 -2.76 -0.90
N 0.78 -2.78 1.38
C 3.78 -0.10 1.16
O -3.65 1.24 0.44

Computed properties:
- Kohn-Sham gap (spin up / spin down) (eV) = 6.01 / 7.21
- total charge = +1
- spin multiplicity = 3
- energy above the lowest of the compared OMol25 structures with the same formula, charge and spin (eV) = 2.4954
- E_HOMO (spin up / spin down) (eV) = -9.28 / -15.96
- energy (eV) = -7232.51748
- LUMO level (spin up / spin down) (eV) = -3.27 / -8.75

=====

DFT (ωB97M-V/def2-TZVPD) results for a 2-piece molecular cluster, C2H9N2O overall in a non-equilibrium geometry.

Cartesian coordinates (Å):
N1 -0.159 2.223 -1.557
N2 -0.337 -1.228 -0.122
H1 1.160 1.164 -0.404
O1 0.776 -1.281 2.551
H2 0.543 -0.820 3.360
H3 -1.127 -1.868 -0.268
C1 -0.671 0.064 -0.704
C2 0.195 1.141 -0.893
H4 -1.096 2.180 -1.967
H5 0.482 2.704 -2.181
H6 0.555 -1.586 -0.492
H7 -0.180 -1.120 0.911
H8 -1.745 0.194 -0.827
H9 1.604 -1.770 2.593

Atomic forces in eV per Å
N -1.22 -1.83 -1.02
N 0.38 1.20 -0.10
H 0.55 -0.27 -0.45
O -0.76 0.17 -1.64
H 0.45 -0.22 0.40
H 0.29 -0.33 -0.05
C -1.35 0.21 0.37
C 0.78 0.41 0.64
H -0.04 0.43 0.07
H 0.64 0.81 0.68
H -0.24 -0.40 -0.04
H 0.38 -0.31 0.80
H 0.12 -0.03 -0.37
H 0.01 0.15 0.71

Computed properties:
- Kohn-Sham gap (spin up / spin down) (eV) = 10.38 / 7.05
- total charge = +2
- spin multiplicity = 2
- energy above the lowest of the compared OMol25 structures with the same formula, charge and spin (eV) = 0.6512
- E_HOMO (spin up / spin down) (eV) = -19.74 / -19.73
- energy (eV) = -7227.79902
- LUMO level (spin up / spin down) (eV) = -9.35 / -12.68

=====

DFT (ωB97M-V/def2-TZVPD) results for a 2-piece molecular cluster, C2H9N2OP overall in a non-equilibrium geometry.

Cartesian coordinates (Å):
H1 1.013 -1.987 -1.136
H2 -1.596 0.444 0.680
N1 -1.584 1.465 0.580
H3 1.448 -2.883 0.284
H4 2.687 -2.663 -0.833
N2 2.278 -0.979 0.233
C1 -0.969 1.940 -0.622
P1 2.265 0.546 -0.403
H5 -0.706 3.014 -0.324
H6 0.071 1.320 -0.915
H7 2.324 -1.173 1.200
H8 -1.816 2.015 -1.328
C2 1.847 -2.230 -0.424
H9 -0.989 1.690 1.380
O1 1.995 1.572 0.580

Atomic forces in eV per Å
H 1.06 -0.52 0.26
H -0.34 0.34 -0.66
N 0.32 -1.41 2.18
H -0.68 -0.95 1.32
H 1.46 -1.21 -1.48
N -0.49 -0.56 0.00
C 1.73 0.67 0.08
P 0.15 -1.27 -1.90
H 0.15 -1.39 -1.05
H -3.12 1.84 0.04
H 0.11 0.62 1.35
H 1.12 -0.34 -0.57
C -1.43 2.73 -1.10
H -0.19 0.35 -0.21
O 0.16 1.09 1.74

Computed properties:
- Kohn-Sham gap (eV) = 9.27
- total charge = 0
- energy above the lowest of the compared OMol25 structures with the same formula, charge and spin (eV) = 1.6622
- E_HOMO (eV) = -9.08
- energy (eV) = -16535.69033
- LUMO level (eV) = 0.19

=====

DFT (ωB97M-V/def2-TZVPD) results for a 2-piece molecular cluster, C2H9N2OP3 overall in a non-equilibrium geometry.

Cartesian coordinates (Å):
P1 -1.447 -0.597 -0.978
C1 1.058 0.176 -1.062
H1 -1.094 -1.823 -1.771
N1 -2.033 -1.119 2.012
O1 1.546 -0.425 -1.963
P2 -1.688 -2.086 0.672
H2 -2.911 -0.641 -1.499
H3 -3.019 -1.304 2.321
H4 2.258 2.833 0.581
H5 0.234 1.444 0.249
N2 1.080 1.269 -0.319
H6 2.717 2.533 -1.136
P3 0.473 -2.101 1.133
H7 0.997 -2.725 -0.023
C2 1.896 2.475 -0.416
H8 -1.388 -1.239 2.886
H9 1.320 3.331 -0.688

Atomic forces in eV per Å
P -1.81 -1.66 -1.06
C -0.80 -1.36 0.49
H -0.17 1.48 0.47
N -0.62 0.10 3.42
O 0.60 1.22 0.46
P 1.39 -0.37 -0.63
H 1.56 0.00 0.49
H 1.34 0.38 -0.19
H 0.09 -1.02 -0.57
H 0.81 -0.77 -0.53
N -0.15 0.82 0.09
H -0.09 -1.00 0.23
P -0.23 0.30 -0.45
H -0.25 -0.14 -0.08
C 1.00 1.32 0.69
H -1.54 0.27 -2.27
H -1.10 0.44 -0.56

Computed properties:
- Kohn-Sham gap (spin up / spin down) (eV) = 5.93 / 7.61
- total charge = 0
- energy above the lowest of the compared OMol25 structures with the same formula, charge and spin (eV) = 4.2443
- E_HOMO (spin up / spin down) (eV) = -6.90 / -7.46
- energy (eV) = -35110.24044
- LUMO level (spin up / spin down) (eV) = -0.97 / 0.16

=====

DFT (ωB97M-V/def2-TZVPD) results for a 2-piece molecular cluster, C2H9N2S overall in a non-equilibrium geometry.

Cartesian coordinates (Å):
S1 -0.123 -0.785 -2.448
H1 -1.248 0.636 0.025
N1 0.658 0.060 0.621
H2 -1.135 -1.577 -0.394
H3 2.019 1.536 -0.089
H4 0.335 2.021 -0.216
H5 0.868 -0.399 -0.278
C1 1.050 1.448 0.397
H6 -1.053 0.315 1.777
C2 -0.820 -0.042 0.768
N2 -1.292 -1.407 0.611
H7 -0.631 -1.998 1.107
H8 1.082 1.971 1.364
H9 0.290 -1.779 -3.245

Atomic forces in eV per Å
S 0.01 0.08 -0.25
H -0.58 -0.25 -0.05
N 0.06 0.04 -0.74
H -0.12 -0.38 0.24
H 0.11 -0.20 0.09
H -0.01 -0.18 -0.16
H -0.25 -0.13 0.33
C -0.38 0.36 0.72
H -0.17 0.16 -0.06
C 1.09 -0.04 0.53
N 0.08 0.59 -0.51
H -0.04 -0.04 -0.01
H 0.19 0.04 -0.10
H 0.02 -0.06 -0.02

Computed properties:
- Kohn-Sham gap (eV) = 7.33
- total charge = -1
- energy above the lowest of the compared OMol25 structures with the same formula, charge and spin (eV) = 0.1844
- E_HOMO (eV) = -3.07
- energy (eV) = -16036.37096
- LUMO level (eV) = 4.26

=====

DFT (ωB97M-V/def2-TZVPD) results for a 2-piece molecular cluster, C2H9N2S overall in a non-equilibrium geometry.

Cartesian coordinates (Å):
H1 -2.054 0.732 -0.499
C1 0.179 -0.589 -0.419
N1 1.157 -1.398 -0.856
C2 -2.206 0.282 0.464
S1 -1.125 -1.151 0.501
H2 -1.902 1.053 1.174
H3 1.484 -2.277 -0.513
N2 1.299 0.922 0.519
H4 1.981 0.756 -0.269
H5 0.899 1.809 0.407
H6 1.915 -0.923 -1.334
H7 -3.268 -0.154 0.605
H8 1.674 0.726 1.364
H9 -0.032 0.211 -1.145

Atomic forces in eV per Å
H -0.59 0.09 -0.65
C 0.02 -0.19 -1.42
N 0.61 0.90 -0.37
C -1.04 -0.50 0.16
S 0.13 -0.54 0.60
H -0.37 -0.44 0.42
H -0.54 -0.49 0.83
N 0.04 -1.26 -4.85
H -0.68 0.79 1.77
H -0.46 1.56 0.26
H -0.34 -0.29 -0.43
H 1.76 1.14 -0.19
H 1.50 -0.46 3.32
H -0.04 -0.33 0.57

Computed properties:
- Kohn-Sham gap (eV) = 10.32
- total charge = +1
- energy above the lowest of the compared OMol25 structures with the same formula, charge and spin (eV) = 1.5475
- E_HOMO (eV) = -14.04
- energy (eV) = -16027.85943
- LUMO level (eV) = -3.73